DFT (the ωB97M-V functional and the def2-TZVPD basis) results for 13 unconnected molecules or ions with the total composition H26O13 at a distorted geometry.

Each line ends with the Mulliken spin population.
Atoms and positions in Å:
O (0.874, 2.740, 3.043)  0.250
H (0.611, 2.655, 2.126)  -0.002
H (0.408, 3.516, 3.355)  -0.007
O (2.667, -0.830, 1.114)  0.026
H (1.800, -1.033, 0.763)  -0.003
H (2.553, -0.851, 2.064)  -0.001
O (-2.730, 1.891, -0.446)  0.000
H (-3.636, 1.757, -0.724)  0.000
H (-2.204, 1.490, -1.138)  0.000
O (1.199, -3.788, -0.084)  0.000
H (0.783, -3.399, 0.686)  0.000
H (1.252, -4.722, 0.118)  0.000
O (-0.806, 0.501, 3.852)  0.240
H (0.045, 0.939, 3.860)  -0.009
H (-0.899, 0.174, 2.957)  -0.004
O (-1.923, -2.539, 0.910)  0.000
H (-1.627, -1.632, 0.987)  0.000
H (-1.362, -3.027, 1.512)  0.000
O (1.148, 1.943, -2.302)  0.002
H (1.470, 1.931, -3.203)  0.000
H (0.369, 1.387, -2.318)  0.000
O (3.108, 2.143, -0.208)  0.537
H (3.067, 1.539, 0.533)  -0.011
H (2.359, 1.905, -0.754)  -0.017
O (1.263, -1.745, -1.753)  0.001
H (1.430, -2.492, -1.179)  0.000
H (2.079, -1.629, -2.239)  0.000
O (-0.081, -0.429, 0.587)  -0.001
H (-0.017, -0.939, -0.221)  0.000
H (0.127, 0.467, 0.322)  -0.001
O (0.107, 2.452, 0.270)  0.000
H (0.393, 2.662, -0.619)  0.000
H (-0.844, 2.563, 0.248)  0.000
O (-2.457, -1.948, -1.702)  0.000
H (-2.337, -2.260, -0.805)  0.000
H (-3.376, -2.130, -1.898)  0.000
O (-1.327, 0.386, -2.336)  0.000
H (-1.705, 0.805, -3.109)  0.000
H (-1.783, -0.453, -2.271)  0.000

The value obtained for the calculated total energy is -27030.5258 eV. As for the gap between HOMO and LUMO (alpha / beta): 11.4 / 3.0 eV. Its spin multiplicity is 2. Its molar mass is 234.20 g/mol. Its LUMO energy (alpha / beta) is -0.10342 / -0.39310 Ha. The expectation value of S² is 0.757. As for the total charge: +1. The energy above the lowest of the compared OMol25 structures with the same formula, charge and spin is 25.8 kJ/mol.



DFT (the ωB97M-V functional and the def2-TZVPD basis) results for a molecular structure, C19H14N3O2SSn at a distorted geometry.

Each line ends with the Mulliken charge.
Atoms and positions in Å:
Sn (0.820, -1.749, -0.106)  1.171
O (-0.589, -2.966, 1.282)  -0.712
C (-1.029, -2.515, 2.382)  0.530
C (-0.820, -3.233, 3.601)  -0.557
C (-1.444, -2.852, 4.745)  -0.484
C (-2.311, -1.726, 4.752)  -0.466
C (-2.476, -0.972, 3.626)  -0.876
C (-1.801, -1.290, 2.426)  0.979
C (-1.912, -0.418, 1.331)  -0.403
N (-1.289, -0.559, 0.178)  0.303
N (-1.475, 0.357, -0.704)  -0.714
C (-0.829, 0.140, -1.871)  0.689
O (0.108, -0.698, -1.963)  -0.779
C (-1.185, 0.980, -3.007)  0.506
C (-1.957, 2.134, -2.853)  -0.179
C (-2.238, 2.921, -3.953)  -0.675
C (-1.763, 2.563, -5.209)  -0.354
C (-1.014, 1.403, -5.372)  -0.626
C (-0.721, 0.615, -4.277)  -0.462
H (-0.186, -4.109, 3.554)  0.449
H (-1.291, -3.413, 5.658)  0.403
H (-2.832, -1.465, 5.662)  0.418
H (-3.121, -0.103, 3.651)  0.371
H (-2.612, 0.414, 1.422)  0.386
H (-2.319, 2.407, -1.872)  0.428
H (-2.823, 3.823, -3.834)  0.397
H (-1.981, 3.187, -6.065)  0.402
H (-0.659, 1.114, -6.351)  0.408
H (-0.150, -0.296, -4.387)  0.386
S (3.310, -2.171, -0.788)  -0.286
C (3.530, -0.659, 0.048)  0.729
C (4.787, -0.095, 0.260)  -0.728
C (4.866, 1.124, 0.905)  -0.151
C (3.702, 1.763, 1.327)  -0.741
C (2.498, 1.136, 1.099)  -0.201
N (2.415, -0.046, 0.480)  -0.238
H (5.668, -0.617, -0.084)  0.404
H (5.833, 1.577, 1.077)  0.406
H (3.733, 2.721, 1.824)  0.404
H (1.556, 1.574, 1.407)  0.464

The value obtained for the calculated total energy is -45154.5729 eV. As for the gap between HOMO and LUMO (alpha / beta): 4.7 / 4.7 eV. Its spin multiplicity is 1. Its molar mass is 467.12 g/mol. Its LUMO energy (alpha / beta) is -0.22516 / -0.22513 Ha. As for the total charge: +1. The energy above the lowest of the compared OMol25 structures with the same formula, charge and spin is 103.4 kJ/mol.